1.
This record from the Open Molecules 2025 dataset describes a 2-piece molecular cluster, C4H4BrNS overall in a non-equilibrium geometry. The level of theory is wB97M-V/def2-TZVPD.

Values from the calculation:
HOMO in eV: -8.83
Spin multiplicity: 1
Structure (SMILES): C=C(Br)C#N.C=S
Maximum force in eV/A: 3.34

Positions of all 11 atoms, in Å:
1 C 1.26732 0.13680 1.90112
2 C 0.94577 0.89038 0.85346
3 Br 0.27679 2.67926 1.25098
4 C 1.32631 0.57523 -0.51555
5 N 1.30262 0.09460 -1.57234
6 H 1.35063 -0.85894 1.69939
7 H 1.15052 0.42739 2.94199
8 C -1.82185 -0.91968 -1.76039
9 S -2.52958 -1.35317 -0.36161
10 H -2.11173 0.01521 -2.12613
11 H -1.15681 -1.68709 -2.31093



2.
This record from the Open Molecules 2025 dataset describes a 2-piece molecular cluster, C3H10N2O overall in a non-equilibrium geometry. The level of theory is wB97M-V/def2-TZVPD.

Values from the calculation:
HOMO in eV: -9.35
Spin multiplicity: 1
Structure (SMILES): NC=O.CCN
Maximum force in eV/A: 1.77

Positions of all 16 atoms, in Å:
1 N 1.76731 -0.84751 0.73429
2 C 1.40291 -1.59315 1.81097
3 O 0.41224 -2.29757 1.76714
4 H 1.28089 -0.91920 -0.14461
5 H 2.65004 -0.38295 0.56150
6 H 1.95506 -1.51561 2.74135
7 C -0.61417 2.02067 -0.34504
8 C -1.15788 0.85465 -1.14827
9 N -1.66487 1.26117 -2.45031
10 H -1.35942 2.81044 -0.16105
11 H -0.32226 1.79772 0.69526
12 H 0.25192 2.56458 -0.74190
13 H -0.39945 0.10816 -1.31688
14 H -1.80924 0.29528 -0.46268
15 H -2.61918 1.07529 -2.74908
16 H -1.76613 2.27460 -2.47466



3.
This record from the Open Molecules 2025 dataset describes one molecule with the formula C6H12O5. The level of theory is wB97M-V/def2-TZVPD.

Values from the calculation:
HOMO in eV: -9.66
Spin multiplicity: 1
Structure (SMILES): OC[C@H]1O[C@H](O)C[C@@H](O)[C@@H]1O
Maximum force in eV/A: 0.86

Positions of all 23 atoms, in Å:
1 O 2.89546 0.69212 0.29172
2 C 1.77626 0.84167 -0.55345
3 C 0.53634 1.02276 0.33445
4 O -0.55355 1.50759 -0.45015
5 C -1.58257 0.61298 -0.74416
6 O -2.54796 0.59056 0.28790
7 C -1.10872 -0.81326 -0.99516
8 C -0.31268 -1.38195 0.18891
9 O 0.72206 -2.16953 -0.36075
10 C 0.22821 -0.26439 1.11377
11 O -0.63820 -0.03910 2.19259
12 H 3.68304 0.59572 -0.25352
13 H 1.65601 -0.03888 -1.19551
14 H 1.87300 1.73418 -1.18602
15 H 0.76045 1.81306 1.06221
16 H -2.04808 1.01577 -1.65885
17 H -2.84094 1.49542 0.45196
18 H -1.97552 -1.43656 -1.20747
19 H -0.45852 -0.81324 -1.86998
20 H -0.96923 -2.00987 0.81160
21 H 1.23912 -2.55169 0.35710
22 H 1.17523 -0.58952 1.56068
23 H -1.50920 0.18619 1.82212



4.
This record from the Open Molecules 2025 dataset describes a 9-piece molecular cluster, C5H27NO9S overall in a non-equilibrium geometry. The level of theory is wB97M-V/def2-TZVPD.

Values from the calculation:
HOMO in eV: -8.67
Spin multiplicity: 1
Structure (SMILES): CN(C)C(=O)CCS.O.O.O.O.O.O.O.O
Maximum force in eV/A: 2.44

Positions of all 43 atoms, in Å:
1 C 1.41613 -0.45137 -2.82487
2 N 0.80393 -0.15180 -1.55673
3 C 1.46404 -0.94853 -0.49706
4 C -0.61164 -0.44568 -1.46267
5 O -1.12408 -1.42706 -1.95123
6 C -1.41796 0.68002 -0.88154
7 C -2.51741 0.33566 0.09964
8 S -3.68782 -1.00446 -0.24969
9 H 1.17213 -1.42508 -3.27885
10 H 1.05244 0.19510 -3.63778
11 H 2.49478 -0.32113 -2.86726
12 H 2.44174 -0.51735 -0.25495
13 H 1.68900 -1.96193 -0.84275
14 H 0.86535 -1.08918 0.40656
15 H -0.77636 1.43315 -0.42934
16 H -1.76781 1.29410 -1.72368
17 H -3.13820 1.20153 0.32906
18 H -2.09180 0.01083 1.05201
19 H -4.57218 -0.39329 -1.03044
20 O 3.44465 2.15649 2.17980
21 H 3.82070 3.00887 2.40303
22 H 2.48640 2.19883 2.20371
23 O 0.04538 -3.81937 -1.31280
24 H -0.29618 -2.98991 -1.70190
25 H -0.24646 -4.48813 -1.92848
26 O -0.16445 2.67801 1.92207
27 H 0.04414 1.92144 2.51713
28 H -0.72307 3.24464 2.46794
29 O -0.21819 -3.63136 1.40711
30 H -1.13562 -3.91227 1.46686
31 H 0.01212 -3.67046 0.45443
32 O -0.51692 2.94372 -2.50712
33 H 0.14474 2.91822 -1.77559
34 H -0.38234 3.78901 -2.95656
35 O 1.27887 2.90239 -0.35486
36 H 0.67510 2.91291 0.40666
37 H 1.48698 1.99209 -0.61017
38 O 2.84854 -0.48218 2.52749
39 H 3.43941 -1.20960 2.76640
40 H 3.44145 0.29861 2.52147
41 O 0.49601 0.44066 3.41296
42 H 1.39742 0.08402 3.22094
43 H -0.09122 -0.31210 3.36203



5.
This record from the Open Molecules 2025 dataset describes one molecule with the formula C2H3NOS in a non-equilibrium geometry. The level of theory is wB97M-V/def2-TZVPD.

Values from the calculation:
HOMO (alpha / beta) in eV: -8.14 / -8.14
Spin multiplicity: 1
Maximum force in eV/A: 3.16

Positions of all 8 atoms, in Å:
1 C 0.10077 -0.84043 1.78019
2 C 0.35724 0.48653 -0.19865
3 N 0.25652 0.09946 0.93790
4 O -0.74182 1.26920 -2.59588
5 S 0.80778 1.11880 -1.60967
6 H 0.21503 -0.62744 2.90775
7 H 0.08253 -1.89434 1.43474
8 H -1.07804 0.38822 -2.65637